Density functional theory data (ωB97M-V/def2-TZVPD) for the molecule C21H23NO4.

- LUMO energy: -0.148 eV
- Largest force on an atom: 0.0161 Eh/bohr
- Energy above the lowest of the compared OMol25 structures with the same formula, charge and spin: 3.437 eV
- Frontier orbital gap: 7.9 eV
- Structure (SMILES): C=CCn1c(C)cc(C(=O)COC(=O)/C=C/c2cccc(OC)c2)c1C
- E: -1169.70454 Ha

Atoms and positions in Å:
C1 -2.77929 3.23716 3.11312
C2 -3.22929 2.96800 1.90287
C3 -2.35055 2.64513 0.72564
N1 -2.85380 1.51930 -0.02160
C4 -3.66624 1.60344 -1.12778
C5 -4.06851 2.90049 -1.73659
C6 -3.98011 0.33509 -1.51104
C7 -3.32158 -0.56546 -0.62487
C8 -3.41858 -2.00430 -0.79374
O1 -4.38008 -2.54412 -1.30072
C9 -2.22407 -2.85884 -0.36812
O2 -1.00081 -2.17498 -0.58707
C10 -0.01862 -2.35642 0.30970
O3 -0.11441 -3.07318 1.27866
C11 1.15722 -1.55110 -0.04537
C12 2.25812 -1.58149 0.71554
C13 3.48846 -0.84280 0.50934
C14 4.59040 -1.12421 1.32505
C15 5.77684 -0.44473 1.14860
C16 5.90087 0.53243 0.17285
C17 4.81194 0.83097 -0.64116
O4 4.80856 1.77259 -1.62420
C18 5.98803 2.50143 -1.86489
C19 3.61567 0.13969 -0.46770
C20 -2.64189 0.21471 0.30148
C21 -1.89951 -0.14123 1.53997
H1 -3.44182 3.47620 3.92674
H2 -1.72517 3.23884 3.33961
H3 -4.29045 2.96430 1.69290
H4 -2.31832 3.51056 0.05598
H5 -1.33073 2.43670 1.06054
H6 -4.74108 2.70582 -2.56692
H7 -4.58410 3.53722 -1.01740
H8 -3.20346 3.44492 -2.11902
H9 -4.58645 0.03846 -2.34223
H10 -2.23586 -3.78154 -0.95973
H11 -2.30880 -3.13709 0.69100
H12 1.05882 -0.95725 -0.93978
H13 2.23787 -2.23501 1.58015
H14 4.50733 -1.88251 2.08866
H15 6.62555 -0.66984 1.77735
H16 6.84054 1.04918 0.05985
H17 6.28648 3.08546 -0.98822
H18 5.75283 3.17888 -2.68418
H19 6.81212 1.84603 -2.16417
H20 2.79099 0.39626 -1.11214
H21 -2.04476 -1.18574 1.79332
H22 -2.25399 0.46206 2.37599
H23 -0.82766 0.03467 1.42390

And the natural (NBO) charges, in e, turn out to be: -0.383, -0.186, -0.254, -0.330, 0.129, -0.642, -0.241, -0.251, 0.556, -0.543, -0.181, -0.500, 0.764, -0.610, -0.321, -0.093, -0.073, -0.205, -0.187, -0.319, 0.388, -0.509, -0.254, -0.259, 0.224, -0.665, 0.206, 0.192, 0.205, 0.225, 0.216, 0.237, 0.212, 0.214, 0.231, 0.216, 0.228, 0.219, 0.226, 0.214, 0.217, 0.221, 0.176, 0.202, 0.177, 0.219, 0.238, 0.233, 0.222


Density functional theory data (ωB97M-V/def2-TZVPD) for a cluster of 6 separate species, C39H51ClF16N3O16PS in total.

- LUMO energy: -1.506 eV
- Largest force on an atom: 0.2142 Eh/bohr
- Energy above the lowest of the compared OMol25 structures with the same formula, charge and spin: 15.857 eV
- Frontier orbital gap: 6.2 eV
- Structure (SMILES): N=[PH2][C@@]1(F)[C@@H](N=C=O)C(=O)O[C@]1(CCCCS(=O)(=O)Cl)CCCNCc1ccccc1O.CCOC(=O)C(F)(F)F.CCOC(=O)C(F)(F)F.CCOC(=O)C(F)(F)F.CCOC(=O)C(F)(F)F.CCOC(=O)C(F)(F)F
- E: -5681.68523 Ha

Atoms and positions in Å:
N1 -0.39708 -5.78099 -1.82365
P1 -2.00119 -5.41126 -1.76188
C1 -2.55973 -4.66011 -0.10127
F1 -4.03556 -4.86420 -0.10441
C2 -1.85794 -5.48132 1.14606
N2 -1.48342 -6.93314 0.87803
C3 -2.65052 -7.70385 0.79903
O1 -3.83401 -8.12830 0.27527
C4 -0.64794 -4.42012 1.56574
O2 0.34889 -4.55608 2.44741
O3 -0.86297 -3.17496 0.75518
C5 -2.27031 -3.07665 0.24269
C6 -2.53715 -2.35631 -1.20210
C7 -2.94074 -0.77357 -1.14543
C8 -4.18889 -0.53373 -2.23167
C9 -3.50979 -0.21139 -3.70982
S1 -2.85749 1.53714 -3.88733
O4 -3.49591 2.13773 -5.16610
O5 -1.30277 1.43440 -3.93660
Cl1 -3.33172 2.81930 -2.30644
C10 -3.19004 -2.62925 1.52417
C11 -2.42110 -1.75065 2.67068
C12 -1.68699 -0.38448 2.13597
N3 -0.49710 0.04943 3.01346
C13 0.09615 1.35547 2.53566
C14 0.81505 1.23988 1.02979
C15 1.81327 -0.08837 0.84184
C16 2.50272 -0.27864 -0.64072
C17 2.24135 0.77650 -1.87406
C18 1.25993 2.07804 -1.66474
C19 0.52545 2.32784 -0.19296
O6 -0.39558 3.48641 -0.02792
H1 0.02952 -5.48296 -0.91967
H2 -2.21376 -4.52768 -2.91786
H3 -2.70778 -6.65243 -1.96225
H4 -2.76549 -5.61259 1.89216
H5 -3.46852 -2.92279 -1.68887
H6 -1.55821 -2.45714 -1.84735
H7 -3.34587 -0.38669 -0.11974
H8 -2.05928 -0.10032 -1.53185
H9 -4.95298 -1.42658 -2.25058
H10 -4.80066 0.41566 -1.86411
H11 -2.57744 -0.94870 -3.81572
H12 -4.28589 -0.52115 -4.56152
H13 -3.66553 -3.57179 2.08149
H14 -4.12207 -2.01202 1.10954
H15 -1.58598 -2.37837 3.24144
H16 -3.19015 -1.41769 3.50060
H17 -1.25876 -0.61599 1.07228
H18 -2.41794 0.52483 2.04778
H19 -0.92856 0.24578 3.96718
H20 -0.74114 2.18971 2.56208
H21 0.91112 1.69963 3.33333
H22 1.99387 -0.84195 1.74480
H23 3.17997 -1.22872 -0.79444
H24 2.76319 0.53142 -2.91687
H25 1.05999 2.80992 -2.57521
H26 -0.63976 3.72031 -0.99305
C20 4.50102 7.73492 -4.07456
C21 3.61624 7.01102 -5.07207
O7 4.05448 5.65498 -5.24473
C22 3.63210 4.76063 -4.29586
O8 2.92446 5.05811 -3.33763
C23 4.12840 3.35225 -4.62625
F2 5.43907 3.32897 -5.00240
F3 3.42881 2.79173 -5.65333
F4 4.02156 2.48807 -3.57762
H27 5.55145 7.66808 -4.37400
H28 4.22000 8.78928 -4.00108
H29 4.42499 7.28575 -3.07875
H30 3.69282 7.49666 -6.05171
H31 2.56132 7.04707 -4.77663
C24 -2.88253 7.47601 -1.18545
C25 -1.57079 7.77725 -0.48511
O9 -0.49887 7.86358 -1.43604
C26 -0.36860 9.06170 -2.08884
O10 -1.10384 10.02778 -1.90560
C27 0.83530 9.03182 -3.03157
F5 0.90459 7.88304 -3.76327
F6 2.01583 9.12322 -2.35593
F7 0.83361 10.05386 -3.93339
H32 -2.79189 6.57435 -1.79890
H33 -3.68576 7.33008 -0.45772
H34 -3.16851 8.29114 -1.85848
H35 -1.32280 6.95792 0.19942
H36 -1.63499 8.69111 0.11671
C28 -7.79271 1.14149 5.02632
C29 -7.35325 1.97728 3.83880
O11 -6.05069 2.53526 4.06841
C30 -4.98820 1.70705 3.81586
O12 -5.09756 0.54997 3.42003
C31 -3.66716 2.43988 4.05423
F8 -3.66579 3.16333 5.21030
F9 -3.38448 3.32213 3.05412
F10 -2.59663 1.59993 4.13368
H37 -7.74426 1.72912 5.94821
H38 -8.81621 0.78135 4.88916
H39 -7.13654 0.27598 5.16602
H40 -8.04128 2.82040 3.70779
H41 -7.37284 1.39836 2.90826
C32 2.31107 -6.09380 3.79110
C33 1.91715 -6.58885 5.17010
O13 3.06974 -6.68491 6.02042
C34 3.48090 -5.51829 6.61079
O14 2.92930 -4.43363 6.44732
C35 4.68215 -5.77189 7.52276
F11 5.62238 -6.57434 6.94664
F12 4.32064 -6.38520 8.68538
F13 5.33122 -4.62852 7.88230
H42 3.09524 -6.72735 3.36537
H43 1.44929 -6.09612 3.11776
H44 2.71346 -5.07631 3.83554
H45 1.49519 -7.59744 5.09205
H46 1.14821 -5.95249 5.62310
C36 7.75173 -3.66512 -4.14044
C37 6.56578 -4.57274 -3.87284
O15 6.16611 -4.48885 -2.49663
C38 5.36501 -3.42690 -2.16632
O16 4.99100 -2.57329 -2.96565
C39 4.97659 -3.48616 -0.68827
F14 6.03211 -3.78025 0.12368
F15 4.03368 -4.44036 -0.44554
F16 4.45891 -2.31380 -0.22414
H47 8.57097 -3.89067 -3.45086
H48 8.10902 -3.78686 -5.16689
H49 7.48795 -2.61333 -3.98773
H50 6.85112 -5.61476 -4.05768
H51 5.72549 -4.34615 -4.53919

Atom charges from the Löwdin analysis, given in e for atoms 1 to 99: -0.315, 0.810, -0.378, -0.100, -0.168, 0.082, -0.027, -0.004, -0.134, 0.016, -0.039, -0.306, -0.125, -0.179, -0.224, -0.252, 0.491, -0.419, -0.426, 0.360, -0.095, -0.147, -0.220, -0.108, -0.217, -0.062, 0.001, -0.055, -0.058, -0.011, -0.127, -0.110, -0.050, 0.017, 0.018, 0.172, 0.117, 0.142, 0.104, 0.116, 0.121, 0.094, 0.130, 0.135, 0.132, 0.135, 0.126, 0.112, 0.105, 0.107, 0.101, 0.102, 0.134, 0.107, 0.057, 0.091, 0.092, 0.090, -0.062, -0.207, 0.013, -0.319, 0.140, -0.467, 0.141, 0.143, 0.122, 0.083, 0.078, 0.081, 0.130, 0.099, -0.061, -0.207, 0.012, -0.322, 0.145, -0.461, 0.129, 0.144, 0.143, 0.075, 0.084, 0.079, 0.127, 0.127, -0.063, -0.211, 0.014, -0.317, 0.130, -0.462, 0.149, 0.146, 0.113, 0.085, 0.084, 0.078, 0.128


Density functional theory data (ωB97M-V/def2-TZVPD) for a structure of composition C32H26GeN2SeV.

- Expectation value of S²: 3.777
- Net charge: -2
- LUMO energy (alpha / beta): 4.596 / 4.592 eV
- Spin multiplicity: 4
- Largest force on an atom: 0.0319 Eh/bohr
- Frontier orbital gap (alpha / beta): 4.0 / 5.1 eV
- E: -6766.80747 Ha

Atoms and positions in Å:
V1 1.04595 0.52354 -1.03627
N1 0.71459 -1.61379 -1.26161
C1 1.21764 -2.13949 -2.48321
C2 0.35681 -2.84763 -3.31640
C3 0.79977 -3.36687 -4.52326
C4 2.12102 -3.18828 -4.88826
C5 2.97125 -2.47249 -4.04746
C6 2.55191 -1.92575 -2.83650
C7 3.48428 -1.08745 -2.00970
C8 4.83460 -1.46440 -1.98075
C9 5.79118 -0.66210 -1.37846
C10 5.37817 0.54840 -0.81402
C11 4.04009 0.89875 -0.81675
C12 3.00011 0.09569 -1.37353
H1 -0.23758 -1.90850 -1.08067
H2 1.28641 -1.79507 -0.44103
H3 -0.67485 -2.98119 -3.00623
H4 0.11297 -3.90126 -5.16858
H5 2.48777 -3.57409 -5.83295
H6 3.99400 -2.28786 -4.35806
H7 5.13951 -2.40882 -2.42665
H8 6.83076 -0.96901 -1.34839
H9 6.11126 1.20611 -0.35288
H10 3.75755 1.82760 -0.33839
C13 1.12547 0.52143 0.87980
Ge1 -0.63192 0.63306 1.53648
C14 -1.90503 -0.83392 1.01722
C15 -2.50512 -0.80197 -0.24496
C16 -3.23949 -1.88484 -0.72945
C17 -3.40103 -3.02418 0.05074
C18 -2.81839 -3.07611 1.30741
C19 -2.07365 -1.99511 1.77629
C20 -0.88790 0.80123 3.50278
C21 0.17318 1.29123 4.26413
C22 0.05331 1.46523 5.64379
C23 -1.13276 1.14808 6.28784
C24 -2.19847 0.65472 5.55163
C25 -2.07142 0.48559 4.17033
C26 -1.69354 2.16883 0.78970
C27 -3.03167 2.37345 1.15333
C28 -3.76400 3.45545 0.67362
C29 -3.17084 4.35184 -0.21146
C30 -1.84913 4.16486 -0.59433
C31 -1.11804 3.09520 -0.07519
H11 1.84626 0.32015 1.68514
H12 -2.38568 0.07730 -0.87365
H13 -3.68077 -1.83541 -1.71882
H14 -3.97093 -3.86758 -0.32279
H15 -2.93369 -3.96309 1.92035
H16 -1.60119 -2.06456 2.75186
H17 1.10234 1.53454 3.75670
H18 0.89076 1.84907 6.21494
H19 -1.22722 1.28523 7.35963
H20 -3.12943 0.40170 6.04840
H21 -2.91445 0.09390 3.60591
H22 -3.52134 1.66132 1.81342
H23 -4.79734 3.59106 0.97451
H24 -3.74137 5.18586 -0.60716
H25 -1.38378 4.82830 -1.31426
H26 -0.07967 2.97405 -0.36124
Se1 -0.08433 1.22471 -3.36807
C32 0.22469 3.03192 -3.53624
N2 0.41241 4.17147 -3.65830

And the natural (NBO) charges, in e, turn out to be: 0.882, -0.833, 0.167, -0.246, -0.225, -0.256, -0.188, -0.051, -0.058, -0.243, -0.285, -0.234, -0.231, -0.374, 0.384, 0.412, 0.203, 0.193, 0.191, 0.204, 0.183, 0.180, 0.181, 0.195, -1.591, 1.439, -0.319, -0.271, -0.220, -0.254, -0.236, -0.243, -0.298, -0.228, -0.234, -0.235, -0.243, -0.236, -0.324, -0.241, -0.245, -0.228, -0.217, -0.226, 0.197, 0.230, 0.202, 0.192, 0.191, 0.205, 0.230, 0.193, 0.187, 0.190, 0.205, 0.194, 0.186, 0.188, 0.222, 0.225, -0.289, 0.072, -0.523